Model P:
{
  "formula": "C28H30N2O8SeTi",
  "method": "ωB97M-V/def2-TZVPD",
  "species": ["Ti", "C", "C", "O", "C", "C", "O", "C", "C", "O", "C", "C", "O", "H", "H", "H", "H", "H", "H", "H", "H", "H", "H", "H", "H", "H", "H", "H", "H", "C", "C", "C", "C", "C", "C", "N", "N", "C", "C", "C", "C", "C", "C", "H", "H", "H", "H", "H", "H", "H", "H", "H", "Se", "O", "C", "O", "C", "C", "C", "C", "O", "C", "O", "C", "C", "H", "H", "H", "H", "H"],
  "coordinates": [[0.21634, -0.69393, 0.50894], [-0.78905, 2.24780, 1.41997], [-1.26539, 3.02648, 0.17865], [-1.27842, 2.16135, -0.92817], [-2.29840, 2.34752, -1.88330], [-2.58130, 1.02220, -2.56658], [-2.92558, 0.06476, -1.58282], [-2.74540, -1.28884, -1.96153], [-2.51121, -2.15976, -0.70685], [-1.98304, -1.44304, 0.41705], [-2.94116, -0.73656, 1.20201], [-2.60033, 0.73565, 1.25599], [-1.18772, 0.86705, 1.37926], [-1.21691, 2.71339, 2.31086], [0.28821, 2.23171, 1.50585], [-0.59045, 3.86996, 0.01064], [-2.26850, 3.43495, 0.34510], [-1.99536, 3.07989, -2.63936], [-3.21528, 2.71419, -1.40306], [-1.70911, 0.69851, -3.13775], [-3.41520, 1.16591, -3.26352], [-1.89348, -1.38399, -2.62988], [-3.64340, -1.65180, -2.47256], [-1.77444, -2.92555, -0.93399], [-3.43486, -2.64821, -0.39834], [-2.92103, -1.18301, 2.19330], [-3.94029, -0.84678, 0.78612], [-3.08991, 1.20418, 2.11392], [-2.93434, 1.20740, 0.34338], [-0.07497, 0.22758, 6.36692], [1.09456, -0.37914, 5.92504], [1.17010, -0.90677, 4.64874], [0.07079, -0.83910, 3.79655], [-1.07929, -0.19156, 4.22009], [-1.15606, 0.33016, 5.50597], [0.15077, -1.48773, 2.50892], [0.63553, -2.63922, 2.63533], [1.00478, -3.29000, 1.46507], [1.60167, -4.54154, 1.62688], [2.10460, -5.19155, 0.51985], [2.00480, -4.58213, -0.72923], [1.41221, -3.33351, -0.87430], [0.88792, -2.64771, 0.22000], [-0.13936, 0.62146, 7.37408], [1.95366, -0.44314, 6.58206], [2.08214, -1.35073, 4.27522], [-1.93491, -0.10764, 3.56907], [-2.07303, 0.80486, 5.83038], [1.68172, -4.96188, 2.62328], [2.58480, -6.15674, 0.61870], [2.40414, -5.08631, -1.60194], [1.35602, -2.90437, -1.86447], [2.24918, 0.19496, 1.22165], [0.23701, -1.34996, -3.15742], [0.64541, -0.44327, -2.45872], [0.24601, -0.28788, -1.20616], [1.58541, 0.58179, -2.98373], [2.03764, 0.45439, -4.29108], [2.88421, 1.40568, -4.85995], [3.23955, 2.46721, -4.06429], [4.03309, 3.52989, -4.38358], [4.13171, 4.32936, -3.20197], [3.29342, 3.74532, -2.21076], [2.79386, 2.59024, -2.75971], [1.96618, 1.66933, -2.18346], [1.71769, -0.40893, -4.85867], [3.24520, 1.31473, -5.87656], [3.79445, 5.34198, -3.41922], [5.16515, 4.34091, -2.85431], [1.63720, 1.74955, -1.15766]],
  "homo_energy_ev": -7.0150,
  "orbital_gap_ev": 6.54,
  "total_charge": 0,
  "e_lumo_ev": -0.47
}

=====

Model Q:
{
  "formula": "C28H30N2O8SeTi",
  "method": "ωB97M-V/def2-TZVPD",
  "species": ["Ti", "C", "C", "O", "C", "C", "O", "C", "C", "O", "C", "C", "O", "H", "H", "H", "H", "H", "H", "H", "H", "H", "H", "H", "H", "H", "H", "H", "H", "C", "C", "C", "C", "C", "C", "N", "N", "C", "C", "C", "C", "C", "C", "H", "H", "H", "H", "H", "H", "H", "H", "H", "Se", "O", "C", "O", "C", "C", "C", "C", "O", "C", "O", "C", "C", "H", "H", "H", "H", "H"],
  "coordinates": [[-0.63473, 0.91687, 0.04741], [-0.44925, -0.74104, -2.78592], [0.40130, -1.99608, -2.59419], [1.03426, -1.87012, -1.34883], [1.77764, -2.97877, -0.90960], [1.82675, -2.94717, 0.62115], [1.82321, -1.64871, 1.17129], [2.94978, -0.85940, 0.88838], [2.55108, 0.59819, 0.96501], [1.66414, 0.95100, -0.11008], [2.34153, 1.11512, -1.35634], [1.45542, 0.68741, -2.53803], [0.12897, 0.38972, -2.11122], [-1.42832, -0.88200, -2.33665], [-0.55706, -0.51209, -3.84959], [1.14442, -2.11432, -3.39428], [-0.26442, -2.86438, -2.61291], [2.78180, -2.95337, -1.35407], [1.30775, -3.91957, -1.21700], [2.69425, -3.52385, 0.96732], [0.93077, -3.41506, 1.02001], [3.34877, -1.08297, -0.10817], [3.75075, -1.04913, 1.61650], [3.43741, 1.23881, 0.91695], [2.00318, 0.80500, 1.88255], [3.24790, 0.51004, -1.35511], [2.63411, 2.16372, -1.45537], [1.88557, -0.19342, -3.00578], [1.42117, 1.48545, -3.28423], [3.03693, 4.99463, -1.87169], [2.76202, 4.63425, -0.55775], [1.59209, 3.95992, -0.24520], [0.69163, 3.66528, -1.25932], [0.94467, 4.03664, -2.57135], [2.12665, 4.69620, -2.87664], [-0.49923, 2.92833, -0.93833], [-1.54710, 3.46314, -1.36474], [-2.71402, 2.72474, -1.08622], [-3.92748, 3.28354, -1.48421], [-5.09609, 2.62893, -1.14651], [-5.02874, 1.44803, -0.40845], [-3.80605, 0.90965, -0.02450], [-2.60843, 1.53225, -0.36354], [3.95521, 5.51399, -2.11167], [3.46217, 4.87959, 0.22998], [1.36170, 3.65291, 0.76726], [0.21589, 3.80283, -3.33728], [2.33267, 4.98260, -3.89932], [-3.93378, 4.21527, -2.03497], [-6.05438, 3.03632, -1.43945], [-5.94499, 0.94326, -0.12849], [-3.79146, -0.00788, 0.55112], [-0.54903, 1.75334, 2.11697], [-1.87914, -2.74361, -0.71986], [-1.58965, -2.08281, 0.25827], [-1.21666, -0.82857, 0.16622], [-1.53290, -2.69606, 1.62132], [-1.91181, -4.02630, 1.75212], [-1.85154, -4.68451, 2.98166], [-1.39496, -3.94908, 4.04769], [-1.24878, -4.35061, 5.34289], [-0.68087, -3.23724, 6.03792], [-0.61854, -2.13918, 5.13694], [-1.01826, -2.62346, 3.91831], [-1.07434, -1.95899, 2.72390], [-2.25628, -4.54766, 0.87026], [-2.14831, -5.71714, 3.09320], [0.32779, -3.49805, 6.36983], [-1.31873, -2.97971, 6.88378], [-0.77603, -0.92462, 2.63066]],
  "homo_energy_ev": -7.5524,
  "orbital_gap_ev": 7.00,
  "total_charge": 0,
  "e_lumo_ev": -0.55
}

=====

Which one sits at the top of the stability order? model Q does.

=====

Model P:
{
  "formula": "C4H6F2",
  "method": "ωB97M-V/def2-TZVPD",
  "species": ["C", "C", "C", "C", "H", "H", "H", "H", "H", "H", "F", "F"],
  "coordinates": [[1.35451, -0.07603, 0.12307], [0.06719, -0.04194, -0.52252], [-0.96429, 0.67912, 0.10041], [-1.02820, -0.81010, 0.03523], [0.99769, -0.06236, 1.21235], [0.39769, 0.16344, -1.60797], [-1.62120, 1.36870, -0.60509], [-1.11157, 1.00826, 1.23617], [-1.74616, -1.20148, -0.79079], [-0.56561, -1.11643, 0.95459], [2.01850, 1.17191, -0.07741], [2.20145, -1.08311, -0.05804]],
  "homo_energy_ev": -11.1042,
  "orbital_gap_ev": 12.20,
  "smiles": "FC(F)C1CC1",
  "total_charge": 0,
  "e_lumo_ev": 1.10
}

=====

Model Q:
{
  "formula": "C4H6F2",
  "method": "ωB97M-V/def2-TZVPD",
  "species": ["C", "C", "C", "C", "H", "H", "H", "H", "H", "H", "F", "F"],
  "coordinates": [[1.43220, 0.43626, 0.12938], [-0.04958, 0.38187, 0.24798], [-1.02454, -0.71230, 0.63240], [-0.92680, -0.28141, -0.79860], [1.84241, -0.54585, 0.45759], [1.83287, 0.60703, -0.93024], [1.64313, 1.36353, 0.73874], [-1.88600, -0.38617, 1.21486], [-0.58672, -1.72663, 0.72435], [-1.64391, 0.27618, -1.32257], [-0.41009, 1.69628, 0.53093], [-0.22297, -1.10880, -1.62482]],
  "homo_energy_ev": -9.9021,
  "orbital_gap_ev": 11.01,
  "smiles": "C[C@]1(F)C[C@@H]1F",
  "total_charge": 0,
  "e_lumo_ev": 1.11
}

=====

Which one sits at the top of the stability order? model Q does.

=====

Model P:
{
  "formula": "C4H9N3O2S",
  "method": "ωB97M-V/def2-TZVPD",
  "species": ["C", "C", "C", "C", "N", "N", "N", "O", "O", "S", "H", "H", "H", "H", "H", "H", "H", "H", "H"],
  "coordinates": [[-3.82429, -0.01557, 0.39945], [0.59373, 0.91593, 0.28060], [2.22110, -0.82675, -0.69100], [-0.25303, -0.79157, -1.08505], [1.59312, 1.61009, 0.85622], [0.94855, -0.10096, -0.57649], [-0.63054, 1.14984, 0.45308], [-4.22431, 0.02593, 1.46801], [-3.62245, -0.03026, -0.71883], [-0.89805, -1.90873, 0.19082], [2.61282, -0.49771, -1.63015], [2.75370, -0.55862, 0.16661], [2.08956, -1.94062, -0.61985], [-0.11796, -1.29775, -2.00473], [2.48328, 1.07492, 1.03952], [1.09555, 1.98280, 1.75349], [-0.84329, 2.15666, 0.56757], [-0.98253, -0.03373, -1.07883], [-0.99495, -0.91390, 1.22955]],
  "homo_energy_ev": -8.6269,
  "orbital_gap_ev": 9.23,
  "smiles": "[H]/N=C(\\N)N(C)CS.O=C=O",
  "total_charge": 0,
  "e_lumo_ev": 0.60
}

=====

Model Q:
{
  "formula": "C4H9N3O2S",
  "method": "ωB97M-V/def2-TZVPD",
  "species": ["C", "C", "C", "C", "N", "N", "N", "O", "O", "S", "H", "H", "H", "H", "H", "H", "H", "H", "H"],
  "coordinates": [[-0.45657, -1.10302, 0.45672], [0.93460, 1.16765, -0.01628], [-1.72332, 1.14106, 0.51884], [-0.70699, 0.22991, -0.17988], [-0.08019, -2.07444, -0.22960], [1.08212, 2.39022, -0.20955], [2.20796, -1.09280, -1.26564], [3.65353, 0.60170, 0.10274], [2.05617, -0.80204, 1.37352], [2.40942, -0.12043, 0.14258], [-0.58968, -1.00512, 1.53737], [-1.27586, 1.12514, 1.57309], [-1.95305, 2.22411, 0.24530], [-2.81850, 0.78695, 0.53867], [-0.74078, 0.32695, -1.22371], [0.01906, -2.89580, 0.40155], [2.16566, 2.57457, -0.31682], [2.99898, -1.74495, -1.25600], [1.32622, -1.60930, -1.09073]],
  "homo_energy_ev": -9.5968,
  "orbital_gap_ev": 10.07,
  "smiles": "[H]/N=C(/[C@H](C)/C=N/[H])S(N)(=O)=O",
  "total_charge": 0,
  "e_lumo_ev": 0.47
}

=====

Which one sits at the top of the stability order? model P does.

=====

Model P:
{
  "formula": "C4H8NOP",
  "method": "ωB97M-V/def2-TZVPD",
  "species": ["C", "C", "C", "C", "N", "O", "P", "H", "H", "H", "H", "H", "H", "H", "H"],
  "coordinates": [[1.77958, -0.68412, -0.02893], [0.41007, -1.07082, -0.53669], [-0.32003, 0.23936, 0.04824], [-1.09109, 1.06557, -0.94143], [1.92223, 0.46244, 0.41912], [0.69505, 1.08439, 0.66390], [-1.38186, -0.35876, 1.51985], [2.71929, -1.32645, -0.29566], [0.40508, -1.03394, -1.63991], [-0.02444, -1.93285, 0.05428], [-1.31148, 2.00643, -0.40528], [-2.10742, 0.49624, -1.28403], [-0.48219, 1.30241, -1.80673], [-1.16938, 0.65743, 2.41048], [-0.04341, -0.90734, 1.82278]],
  "homo_energy_ev": -9.2051,
  "orbital_gap_ev": 10.02,
  "smiles": "C[C@@]1(P)CC=NO1",
  "total_charge": 0,
  "e_lumo_ev": 0.81
}

=====

Model Q:
{
  "formula": "C4H8NOP",
  "method": "ωB97M-V/def2-TZVPD",
  "species": ["C", "C", "C", "C", "N", "O", "P", "H", "H", "H", "H", "H", "H", "H", "H"],
  "coordinates": [[-0.65531, -1.03919, 0.63001], [-1.17351, 0.14360, 0.44715], [0.39869, -1.84549, -0.19710], [1.28555, -0.98794, -0.97258], [0.08386, 2.57580, 0.56788], [-1.35545, 1.97450, -1.51388], [-0.38574, 1.34704, -0.58905], [-1.04683, -1.70779, 1.27096], [-1.98398, 0.43366, 1.13853], [0.87366, -2.47770, 0.72298], [-0.19858, -2.65851, -0.73713], [2.16144, -0.56124, -0.52323], [1.28753, -1.06862, -2.12310], [0.70335, 2.22786, 1.33421], [0.00534, 3.64404, 0.54435]],
  "homo_energy_ev": [-8.4252, -8.1209],
  "orbital_gap_ev": [7.77, 7.88],
  "total_charge": 0,
  "e_lumo_ev": [-0.65, -0.24]
}

=====

Which one sits at the top of the stability order? model Q does.

=====

Model P:
{
  "formula": "C7H10S",
  "method": "ωB97M-V/def2-TZVPD",
  "species": ["C", "C", "C", "C", "C", "C", "C", "S", "H", "H", "H", "H", "H", "H", "H", "H", "H", "H"],
  "coordinates": [[-0.04317, -1.16156, 1.14094], [1.23750, -0.97837, 1.48777], [-0.23284, -0.34779, -0.02385], [0.87621, 0.27130, -0.51353], [1.94896, -0.10534, 0.47272], [1.03952, 0.97990, -1.73583], [-2.34096, 0.04656, -0.60487], [-3.37240, -0.24297, 0.72330], [-0.77112, -1.55803, 1.73756], [1.72498, -1.15535, 2.42071], [2.39532, 0.88889, 0.76346], [2.84431, -0.61538, 0.08154], [2.13544, 1.22998, -1.86446], [0.48494, 1.89977, -1.85355], [0.70662, 0.29772, -2.51790], [-2.25034, -0.81702, -1.33413], [-2.24868, 0.92870, -1.08054], [-2.75139, 0.87434, 1.45877]],
  "homo_energy_ev": -7.9037,
  "orbital_gap_ev": 8.66,
  "total_charge": 0,
  "e_lumo_ev": 0.76
}

=====

Model Q:
{
  "formula": "C7H10S",
  "method": "ωB97M-V/def2-TZVPD",
  "species": ["C", "C", "C", "C", "C", "C", "C", "S", "H", "H", "H", "H", "H", "H", "H", "H", "H", "H"],
  "coordinates": [[2.40092, -1.56495, -0.70228], [3.08664, -0.58130, -0.21033], [-1.67763, -0.16646, 0.59957], [0.60518, 0.53768, -0.40481], [-2.41390, 0.85107, -0.19738], [1.57839, -0.55711, -0.01906], [-0.26171, 0.39167, 0.84002], [0.63734, -1.02982, 1.50049], [2.21963, -2.46482, -1.27213], [3.98547, -0.12030, 0.06720], [-2.03781, -0.58116, 1.56458], [-1.49699, -1.06628, 0.07315], [1.02030, 1.45553, -0.69650], [0.13426, 0.19918, -1.29476], [-3.07204, 0.33794, -0.87691], [-1.69848, 1.37445, -0.86246], [-2.86715, 1.73201, 0.34967], [-0.14242, 1.25266, 1.54193]],
  "homo_energy_ev": -7.9240,
  "orbital_gap_ev": 8.99,
  "smiles": "CC[C@@H]1CC2(C=C2)S1",
  "total_charge": 0,
  "e_lumo_ev": 1.06
}

=====

Model R:
{
  "formula": "C7H10S",
  "method": "ωB97M-V/def2-TZVPD",
  "species": ["C", "C", "C", "C", "C", "C", "C", "H", "H", "H", "H", "H", "H", "H", "H", "H", "H", "S"],
  "coordinates": [[1.53549, 1.68627, 0.09916], [0.17420, 1.39734, -0.50742], [-0.54764, 0.27332, -0.42692], [-1.89820, 0.20443, -1.12963], [-1.22731, -1.88936, 0.15015], [-0.25887, -0.97810, 0.28981], [0.99011, -1.23900, 1.10266], [1.86078, 2.69396, -0.16628], [2.32567, 1.01556, -0.25711], [1.53276, 1.64092, 1.19987], [-0.21838, 2.18664, -1.09546], [-2.57221, 0.96670, -0.75572], [-1.82061, 0.33823, -2.21442], [-1.20779, -2.88962, 0.59463], [1.87987, -1.17646, 0.48517], [1.09308, -0.54015, 1.91535], [0.97988, -2.24804, 1.52447], [-2.62081, -1.44263, -0.80831]],
  "homo_energy_ev": -7.4217,
  "orbital_gap_ev": 8.41,
  "smiles": "C/C=C1/CSC=C1C",
  "total_charge": 0,
  "e_lumo_ev": 0.98
}

=====

Which one sits at the top of the stability order? model R does.

=====

Model P:
{
  "formula": "C4H4N2OS",
  "method": "ωB97M-V/def2-TZVPD",
  "species": ["C", "C", "C", "C", "H", "H", "H", "H", "N", "N", "O", "S"],
  "coordinates": [[-0.71684, 1.35622, -0.03048], [0.01984, 0.14501, 0.04305], [1.30856, 0.20359, -0.04671], [-0.72256, -1.13002, 0.06786], [-1.63528, 1.42432, -0.68586], [-0.27569, 2.30180, -0.28730], [-1.18398, 1.46884, 1.05233], [2.09671, 1.04029, -0.19527], [1.99094, -1.07715, 0.17987], [1.45488, -2.17056, 0.05518], [0.05363, -2.19987, -0.21089], [-2.39022, -1.36246, 0.05821]],
  "homo_energy_ev": -9.0943,
  "orbital_gap_ev": 8.12,
  "smiles": "Cc1cnnoc1=S",
  "total_charge": 0,
  "e_lumo_ev": -0.97
}

=====

Model Q:
{
  "formula": "C4H4N2OS",
  "method": "ωB97M-V/def2-TZVPD",
  "species": ["C", "C", "C", "C", "H", "H", "H", "H", "N", "N", "O", "S"],
  "coordinates": [[-0.04365, 1.16422, -1.58303], [-0.72513, 1.07647, -0.34430], [-0.23769, -0.07504, 0.23334], [-0.60621, -0.47270, 1.65260], [1.84472, -1.74926, 0.93012], [-0.18295, 2.00703, -2.29842], [-1.32104, 1.83477, 0.26367], [-1.26141, 0.20719, 2.06890], [0.48407, -0.67432, -0.69250], [0.73028, 0.09422, -1.83449], [-0.11535, -1.34065, 2.31970], [1.43436, -2.07192, -0.71558]],
  "homo_energy_ev": -9.0892,
  "orbital_gap_ev": 8.89,
  "total_charge": 0,
  "e_lumo_ev": -0.20
}

=====

Which one sits at the top of the stability order? model Q does.